Entry 1:
Computed, not measured: a 4-piece molecular cluster, C43H53ClF24N5O5S overall, with the ωB97M-V functional and the def2-TZVPD basis.

The geometry in XYZ format:
```
132
Properties=species:S:1:pos:R:3:forces:R:3:lowdin_charge:R:1
C 0.7953 4.8808 2.8566 -3.7 -1.3 -0.3 0.051
C -0.6651 4.6266 2.6755 3.8 2.3 1.2 -0.127
N -1.3246 3.3353 2.2983 0.5 0.0 0.6 -0.011
C -1.9558 2.1953 3.0389 1.3 1.5 -6.1 -0.137
N -2.1113 2.1077 4.3903 -0.7 -1.8 -0.4 -0.059
C -2.7523 0.7985 4.9037 -0.5 -1.9 0.2 -0.119
C -2.1119 0.2532 6.3040 1.6 0.5 0.5 -0.176
C -2.5900 -1.2237 6.7967 -0.9 0.2 1.1 -0.178
C -3.5187 -2.0776 5.7644 0.4 -1.1 1.2 -0.171
N -2.5849 -2.8823 4.8737 3.3 -3.4 -2.6 -0.179
C -1.7805 -4.0598 5.4372 1.3 -0.5 -2.2 -0.083
C -0.7731 -4.8094 4.3789 -4.8 5.6 -0.3 -0.055
C -1.0902 -3.9242 3.0248 -1.9 1.1 3.7 -0.074
C -2.2118 -2.7461 3.4137 2.6 -3.4 1.2 -0.069
C -1.7557 3.1162 5.4478 0.2 2.5 0.6 -0.122
C -0.1867 3.1714 5.8981 1.3 0.2 0.2 -0.343
C 0.0897 2.8399 7.4930 0.2 0.3 0.8 -0.107
C 0.8401 2.2405 5.0295 1.1 0.2 -0.1 -0.122
N -2.3119 1.2967 1.8763 0.5 1.6 -0.7 0.110
C -1.9763 1.8354 0.4927 1.3 2.7 7.5 -0.027
C -2.2732 1.1489 -0.9647 -1.0 -0.6 0.4 -0.126
C -1.4681 -0.2475 -1.2594 0.5 0.0 -1.4 -0.158
C -2.1165 -0.8499 -2.6788 -0.3 0.8 0.1 -0.201
C -2.5662 -2.4230 -2.5731 -2.2 0.6 -0.2 -0.260
S -1.3080 -3.4491 -3.5090 5.3 4.2 -3.8 0.472
O -1.3416 -2.9355 -4.9992 -0.7 -2.3 5.5 -0.438
O 0.1044 -3.1574 -2.8903 -5.3 -1.8 -1.4 -0.433
Cl -1.7476 -5.4872 -3.5879 0.0 1.3 0.5 0.349
N -1.3181 3.1397 0.8979 -2.4 -4.2 -3.3 -0.048
C -0.7687 4.0087 -0.2114 1.1 1.9 -1.0 -0.133
C 0.8382 3.8287 -0.4836 0.8 0.0 -0.7 -0.163
C 1.2343 2.7111 -1.6151 1.7 -3.0 -2.4 -0.146
C 0.3988 2.3558 -2.9803 3.8 -1.8 1.6 -0.043
C 1.0062 1.1792 -3.9811 1.6 0.6 2.6 -0.057
C 2.4032 0.3661 -3.6979 -0.9 2.8 2.9 -0.042
C 3.2717 0.7399 -2.3581 -4.0 2.5 -0.4 -0.040
C 2.6620 1.8829 -1.3537 -1.5 -0.8 -2.7 -0.021
H 1.1519 5.9719 3.1186 -1.0 -2.4 -0.6 0.099
H 1.6224 4.0251 2.8041 -2.1 2.0 0.1 0.090
H -1.3728 5.5802 2.7963 1.5 -2.5 -0.4 0.141
H -2.5749 -0.0671 4.1012 -0.3 2.2 1.6 0.109
H -3.9156 0.9143 5.0487 2.3 0.1 -0.5 0.146
H -2.2743 0.9862 7.2324 0.2 -1.5 -2.3 0.103
H -0.9277 0.2069 6.1683 -2.6 0.2 0.1 0.116
H -3.2317 -1.0725 7.7913 1.3 -0.3 -2.2 0.124
H -1.6446 -1.8594 7.1473 -2.2 1.3 -1.1 0.127
H -4.3400 -1.4732 5.1916 1.9 -1.1 0.8 0.130
H -4.1069 -2.8829 6.4208 1.3 1.8 -1.5 0.140
H -1.9128 -4.3576 6.5852 0.2 0.9 -2.9 0.113
H -0.0460 -5.7112 4.5659 -1.8 2.2 -0.4 0.088
H -0.5710 -4.0993 1.9639 -1.5 0.7 2.7 0.078
H -2.6506 -1.9132 2.7165 0.9 -1.9 1.7 0.081
H -2.3898 3.0164 6.4555 1.1 -0.3 -2.7 0.146
H -2.0532 4.1990 5.0409 0.7 -2.4 0.7 0.135
H 0.1711 4.2995 5.7453 -0.9 -2.5 0.2 0.129
H -0.8313 2.3924 8.0608 1.6 0.8 -1.2 0.063
H 0.3744 3.8408 8.0780 -0.6 -2.2 -1.3 0.096
H 0.9832 2.0690 7.6621 -1.9 1.7 -0.6 0.098
H 0.7044 2.2844 3.8684 0.0 -0.1 2.2 0.052
H 0.8798 1.1088 5.3460 -0.4 2.3 -0.5 0.085
H 1.9354 2.6659 5.2421 -2.4 -0.9 -0.4 0.107
H -3.4333 0.8671 -0.9672 2.4 0.8 0.3 0.136
H -2.1196 1.8524 -1.8904 -0.1 -1.1 2.2 0.102
H -0.3418 0.0069 -1.5332 -2.3 -0.6 1.1 0.113
H -1.5729 -1.0579 -0.4217 0.3 1.9 -1.4 0.123
H -1.4037 -0.6410 -3.6059 -1.5 -0.7 2.1 0.117
H -3.1147 -0.2343 -2.9005 2.0 -1.5 0.4 0.126
H -3.5941 -2.5238 -3.1704 2.4 -0.1 1.1 0.133
H -2.7873 -2.7790 -1.4807 0.9 0.5 -2.1 0.124
H -0.9471 5.1751 -0.0438 0.1 -2.7 0.1 0.142
H -1.3097 3.7718 -1.2480 0.9 0.2 2.7 0.122
H 1.2372 4.8898 -0.8532 -0.9 -2.3 0.7 0.138
H 1.4587 3.5672 0.4857 -1.5 0.5 -1.9 0.095
H -0.6228 2.9260 -3.1854 2.5 -1.4 0.1 0.087
H 0.3811 0.9249 -4.9458 1.5 0.5 2.2 0.092
H 2.8383 -0.4935 -4.4027 -1.4 2.3 1.5 0.091
H 4.3019 0.2456 -2.0497 -2.5 1.0 -0.9 0.101
H 3.2924 2.1519 -0.3862 -1.5 -0.6 -2.2 0.091
C -5.4063 6.4336 -2.4884 0.3 1.1 0.3 -0.052
C -5.2655 5.6873 -3.8242 0.8 0.1 0.2 -0.430
C -6.5326 4.9917 -4.3093 -0.6 -0.6 -0.9 -0.287
F -6.9605 4.0404 -3.4481 0.1 0.2 -0.5 0.084
F -6.3062 4.3570 -5.4918 0.2 0.3 0.2 0.095
F -4.2220 4.8200 -3.7422 -0.3 0.0 -0.1 0.114
F -4.9015 6.6143 -4.7672 -0.6 -0.3 0.3 0.107
O -4.9612 5.7312 -1.3244 -1.2 -1.5 0.0 0.023
C -5.9126 4.8340 -0.7525 -0.1 2.3 -0.3 -0.476
C -5.4584 3.3700 -0.8093 0.1 -0.9 -0.1 -0.272
F -5.2284 2.9656 -2.0841 0.2 0.2 0.5 0.080
F -6.4113 2.5402 -0.3063 0.2 0.6 0.0 0.100
F -7.1196 5.0373 -1.3317 0.4 -0.5 0.9 0.129
F -6.0515 5.2210 0.5450 0.3 -0.7 -0.4 0.138
H -4.7410 7.3039 -2.5479 0.0 -0.4 -0.1 0.152
H -6.4056 6.8640 -2.3510 0.1 -0.4 -0.1 0.150
H -7.3427 5.7075 -4.4690 0.1 0.1 0.1 0.178
H -4.5365 3.2214 -0.2382 -0.1 0.2 0.1 0.155
C 4.8810 -5.1952 0.6282 0.4 -1.0 0.2 -0.049
C 3.5528 -4.4857 0.9342 0.5 -0.1 0.9 -0.426
C 3.0379 -3.5768 -0.1765 -0.8 0.5 -0.5 -0.288
F 3.8920 -2.5647 -0.4519 -0.5 -0.2 0.1 0.073
F 1.8647 -2.9924 0.1899 0.0 -0.3 0.2 0.075
F 3.6660 -3.8169 2.1122 -0.1 0.0 -0.4 0.122
F 2.6154 -5.4627 1.1533 0.1 0.3 -0.5 0.098
O 6.0595 -4.5825 1.1596 -0.2 1.7 -1.0 0.035
C 6.6105 -3.5310 0.3672 -0.2 -2.2 -0.4 -0.472
C 6.5722 -2.1705 1.0747 0.0 0.8 0.5 -0.263
F 5.3057 -1.8135 1.4063 0.4 -0.2 0.0 0.082
F 7.0539 -1.1851 0.2707 0.0 -0.5 -0.1 0.091
F 5.9990 -3.5175 -0.8410 0.9 0.4 0.5 0.108
F 7.9021 -3.8872 0.1277 -0.5 0.6 0.4 0.142
H 4.8349 -6.1696 1.1303 -0.1 0.3 0.1 0.153
H 4.9903 -5.4419 -0.4348 -0.1 0.3 0.2 0.146
H 2.8539 -4.1379 -1.0960 0.1 -0.2 0.0 0.166
H 7.1678 -2.1875 1.9928 0.0 -0.2 -0.2 0.177
C 3.4556 -5.1215 -5.8394 -0.8 -0.8 -0.3 -0.051
C 4.3091 -4.7422 -4.6191 0.5 -0.9 -0.5 -0.425
C 4.4245 -3.2450 -4.3549 0.4 0.8 0.6 -0.291
F 5.0097 -2.5842 -5.3799 -0.1 -0.1 0.6 0.085
F 5.2011 -3.0113 -3.2619 -0.2 -0.3 -0.1 0.081
F 5.5327 -5.3232 -4.7332 -0.3 0.4 0.1 0.129
F 3.7253 -5.3239 -3.5228 -0.2 0.5 0.0 0.091
O 4.1705 -5.3907 -7.0489 0.7 1.8 -0.1 0.034
C 4.5060 -4.2425 -7.8275 -1.9 -1.0 0.4 -0.475
C 6.0198 -4.0244 -7.9440 1.0 0.1 0.0 -0.263
F 6.6003 -3.8778 -6.7262 -0.3 -0.3 -0.4 0.087
F 6.3007 -2.8933 -8.6450 -0.5 -0.3 0.1 0.095
F 3.8516 -3.1643 -7.3345 0.4 -0.1 -0.8 0.120
F 3.9786 -4.4666 -9.0621 0.7 0.1 0.4 0.140
H 2.9720 -6.0754 -5.5950 0.3 0.1 0.0 0.152
H 2.6220 -4.4274 -6.0011 0.4 0.1 0.1 0.148
H 3.4454 -2.7981 -4.1655 -0.2 -0.2 0.0 0.159
H 6.5017 -4.8691 -8.4463 -0.3 0.0 0.0 0.178
```
Forces are in eV/Å.

Values from the calculation:
Frontier orbital gap   6.45 eV
E   -151682.4456 eV
Total charge   +1
Maximum force   0.15646 hartree/bohr
Multiplicity   1

Entry 2:
Computed, not measured: a 2-piece molecular cluster, C2H4O2Si overall, with the ωB97M-V functional and the def2-TZVPD basis.

The geometry in XYZ format:
```
9
Properties=species:S:1:pos:R:3:forces:R:3:nbo_charge:R:1
O 0.7341 0.9907 -1.4153 -0.1 0.8 -0.1 -1.154
Si 0.5329 -0.4231 -0.9543 0.5 -3.8 0.1 1.948
C -0.2069 -1.9995 -0.4644 0.6 0.6 -0.9 -0.666
C 1.0396 -2.2418 -1.0314 -0.7 -0.4 -0.4 -0.593
H -1.0275 -2.6997 -0.2855 0.2 0.3 0.3 0.226
H 1.4051 -3.3308 -1.3631 -0.5 2.6 0.8 0.237
O -0.1433 2.9595 0.8539 -1.4 0.0 2.3 -0.947
H -1.0491 3.1559 1.2254 1.6 -0.2 -0.9 0.467
H -0.1510 3.1488 -0.0648 -0.2 0.1 -1.4 0.481
```
Forces are in eV/Å.

Values from the calculation:
Frontier orbital gap   10.03 eV
E   -14108.8046 eV
Maximum force   0.07418 hartree/bohr
Energy relative to the best compared isomer or geometry (same formula, charge and spin)   74.6 kcal/mol
Multiplicity   1
SMILES   O=[si]1cc1.O

Entry 3:
Computed, not measured: C8H10NiO8P as an isolated structure, with the ωB97M-V functional and the def2-TZVPD basis.

The geometry in XYZ format:
```
28
Properties=species:S:1:pos:R:3:forces:R:3:nbo_charge:R:1
O 0.2406 -0.1804 -6.5015 -0.6 0.0 1.4 -0.431
C -0.1475 -0.1888 -5.4379 0.7 0.0 -2.0 0.489
Ni -0.8784 -0.2340 -2.3130 -0.8 -0.1 -1.0 0.394
O 2.0004 -0.0951 -2.9131 -3.9 0.3 0.2 -0.379
C 0.8479 -0.0927 -2.8397 7.1 -0.8 -1.3 0.487
C -2.2664 -0.2807 -1.1487 -6.8 0.4 3.0 0.463
O -3.3286 -0.2707 -0.6947 3.5 -0.1 -1.7 -0.372
C -0.8497 -2.0035 -1.9643 1.2 -7.3 1.6 0.505
O -0.7497 -3.0754 -1.5479 -0.6 3.7 -1.5 -0.355
C -0.7650 1.5345 -2.0451 -0.1 7.4 1.8 0.512
O -0.7212 2.6378 -1.7139 -0.1 -3.5 -1.2 -0.367
H -1.7509 -0.2093 -3.6406 0.1 0.0 0.8 -0.020
C -0.1764 2.2915 1.7753 0.0 0.4 0.1 -0.259
O -0.2136 1.1136 0.9679 0.0 -1.1 -0.1 -0.873
P -0.9511 -0.3014 1.4549 1.3 0.0 1.7 1.648
O -0.5994 -0.3261 3.0619 -0.2 0.0 -1.2 -0.830
C 0.6630 -0.3657 3.7565 0.0 0.2 0.4 -0.264
O 0.0721 -1.4056 0.7847 -0.1 0.9 -0.2 -0.848
C 1.5121 -1.3138 0.7949 0.2 -0.2 0.0 -0.270
H -0.6579 3.0822 1.1903 0.2 0.0 0.3 0.193
H 0.8720 2.5483 1.9727 -0.3 0.0 -0.1 0.194
H -0.6906 2.1704 2.7403 0.1 -0.1 -0.4 0.204
H 1.5010 0.1470 3.2502 -0.5 -0.2 -0.1 0.180
H 0.4883 0.1598 4.7088 0.1 -0.3 -0.3 0.212
H 0.9281 -1.4143 3.9621 -0.1 0.4 -0.1 0.198
H 1.8602 -0.2847 0.6153 -0.2 -0.3 0.2 0.192
H 1.8951 -1.6948 1.7554 -0.1 0.2 -0.5 0.205
H 1.8655 -1.9482 -0.0308 0.0 0.1 0.4 0.192
```
Forces are in eV/Å.

Values from the calculation:
Frontier orbital gap (alpha / beta)   8.16 / 5.89 eV
E   -75159.1259 eV
Total charge   +1
Maximum force   0.14788 hartree/bohr
Energy relative to the best compared isomer or geometry (same formula, charge and spin)   0.0 kcal/mol
Multiplicity   3

Entry 4:
Computed, not measured: one molecule with the formula C3H6N2S, with the ωB97M-V functional and the def2-TZVPD basis.

The geometry in XYZ format:
```
12
Properties=species:S:1:pos:R:3:forces:R:3:nbo_charge:R:1
C -1.5798 0.1725 0.0736 -2.9 0.2 1.1 -0.333
C -1.4196 1.4344 0.4286 0.8 -0.4 -0.9 0.002
C -0.4790 -0.4215 -0.5719 2.5 -3.9 -1.0 -0.629
N -0.2036 1.9348 0.0352 1.3 2.0 0.0 -0.852
N 2.2076 0.1074 0.2666 -2.0 -1.2 -0.1 -1.079
S 0.7655 0.9102 -0.6208 1.3 -0.1 0.2 1.196
H -2.4402 -0.4107 0.3020 -0.6 -0.3 0.0 0.222
H -2.1511 2.1421 0.7086 -0.6 0.4 0.9 0.212
H -0.1802 -1.3325 0.0314 0.4 0.9 -0.4 0.246
H -0.6315 -0.9274 -1.5689 0.0 1.1 0.6 0.257
H 1.9074 -0.7038 0.8590 0.5 1.3 -0.4 0.367
H 2.9444 0.6832 0.6759 -0.6 0.0 -0.1 0.390
```
Forces are in eV/Å.

Values from the calculation:
Frontier orbital gap   8.53 eV
E   -17020.5047 eV
Maximum force   0.09180 hartree/bohr
Energy relative to the best compared isomer or geometry (same formula, charge and spin)   81.5 kcal/mol
Multiplicity   1

Entry 5:
Computed, not measured: one molecule with the formula C7H8ClN3S, with the ωB97M-V functional and the def2-TZVPD basis.

The geometry in XYZ format:
```
20
Properties=species:S:1:pos:R:3:forces:R:3:nbo_charge:R:1
N -2.7146 0.6942 -0.4871 -1.4 -0.4 4.9 -0.642
N -2.5570 -0.6736 0.0732 1.0 1.9 -1.1 -0.452
C -1.4494 -1.2720 0.6229 -0.7 -0.6 -0.7 0.290
S -1.5451 -2.8600 1.2292 0.0 1.4 -0.3 -0.245
N -0.2664 -0.5705 0.6504 0.0 -0.5 1.1 -0.632
C 0.3614 0.1852 -0.3517 1.2 0.6 -0.5 0.154
C 0.0321 0.2003 -1.7541 -0.5 -0.3 2.6 -0.263
C 0.8508 0.9253 -2.6071 -1.3 -1.6 -0.2 -0.205
C 2.0097 1.5065 -2.1909 0.5 1.1 -0.6 -0.219
C 2.3406 1.5408 -0.8448 -1.0 0.0 -0.9 -0.216
C 1.5393 0.9504 0.0681 -2.5 -1.6 -0.1 -0.052
Cl 1.8702 1.2041 1.7525 -0.1 -0.3 0.0 0.012
H -2.0891 0.9269 -1.1775 2.0 0.0 -1.9 0.352
H -2.5311 1.4209 0.3008 -0.5 -1.9 -1.6 0.362
H -3.3105 -1.2691 -0.2159 -0.1 -0.1 0.2 0.413
H 0.3298 -0.9668 1.4093 -0.4 0.7 -1.1 0.441
H -0.9127 -0.2853 -2.1337 1.4 0.3 0.5 0.228
H 0.4410 0.8091 -3.5940 0.8 0.8 -0.8 0.225
H 2.5861 2.1084 -2.8842 0.1 -0.2 0.0 0.223
H 3.0739 2.1779 -0.4745 1.6 0.8 0.3 0.228
```
Forces are in eV/Å.

Values from the calculation:
Frontier orbital gap   8.64 eV
E   -35215.3723 eV
Maximum force   0.10036 hartree/bohr
Energy relative to the best compared isomer or geometry (same formula, charge and spin)   20.7 kcal/mol
Multiplicity   1
SMILES   NNC(=S)Nc1ccccc1Cl